No. 1
Formula: C6H14OS
Source: OMol25
Level of theory: ωB97M-V/def2-TZVPD

The geometry in ORCA input format:
```
! RIJCOSX wB97M-V def2-TZVPD def2/J DEFGRID3
* xyz 0 1
C -0.1071 -2.4728 -0.2750
C -0.6626 1.0263 -0.8963
C -0.5873 2.5142 1.1410
C 1.3910 1.0576 0.5797
C 0.0601 -2.9342 -1.6973
C -0.1163 1.2090 0.5091
O -0.0014 -0.3615 2.7017
S -0.8939 -0.1455 1.5483
H -0.9654 -2.8442 0.2564
H 0.7839 -2.3238 0.3110
H -0.3983 0.0395 -1.2730
H -1.7469 1.1135 -0.8994
H -0.2505 1.7765 -1.5686
H -0.1755 3.3723 0.6118
H -0.2664 2.5601 2.1798
H -1.6739 2.5795 1.1111
H 1.7275 0.2597 -0.0803
H 1.8886 1.9850 0.2908
H 1.6869 0.8115 1.6031
H 0.2248 -4.0193 -1.6947
H 0.9196 -2.4611 -2.1733
H -0.8370 -2.7422 -2.2858
*
```

Gap between HOMO and LUMO (alpha / beta) in Ha: 0.32325 / 0.29064

=====

No. 2
Formula: C14H27N2O15S3
Source: OMol25
Level of theory: ωB97M-V/def2-TZVPD

The geometry in ORCA input format:
```
! RIJCOSX wB97M-V def2-TZVPD def2/J DEFGRID3
* xyz 1 1
N 4.7677 1.7106 -3.4439
C 4.4819 1.4635 -2.2469
C 4.6491 0.1526 -1.5030
N 4.4026 -1.0377 -2.3916
C 5.6900 -1.6053 -2.9435
C 6.1037 -2.8159 -2.1400
O 5.1774 -3.8382 -2.4062
C 3.8354 -3.5346 -2.0635
C 3.5707 -2.0804 -1.6453
C 2.0983 -1.6813 -1.7586
C 1.4723 -2.1179 -3.0675
O 0.6923 -3.0114 -3.1907
O 1.9604 -1.3737 -4.0933
H 5.1675 0.9226 -3.9580
H 4.0682 2.2706 -1.6453
H 5.6601 0.0684 -1.1043
H 3.9626 0.1204 -0.6597
H 3.8456 -0.6923 -3.1806
H 6.4347 -0.8145 -2.9931
H 5.4858 -1.9450 -3.9592
H 7.0688 -3.1593 -2.5048
H 6.2142 -2.6051 -1.0688
H 3.2067 -3.8501 -2.8967
H 3.5446 -4.1346 -1.1960
H 3.8523 -1.9832 -0.5991
H 1.5346 -2.0754 -0.9167
H 2.0267 -0.5913 -1.6991
H 1.4595 -1.5769 -4.8989
C -2.1831 -2.6502 0.2440
C -1.4090 -1.8904 -0.8084
O -0.6093 -0.9581 -0.0512
S -0.1675 -1.6320 1.3209
O 1.1404 -2.1822 1.1495
O -0.4231 -0.7296 2.3796
O -1.2160 -2.8172 1.3106
H -3.0362 -2.0788 0.6090
H -2.5065 -3.6317 -0.0881
H -2.0399 -1.3328 -1.4948
H -0.7394 -2.5487 -1.3617
C -5.7560 1.0694 2.4932
C -5.9933 -0.4248 2.4533
O -6.4987 -0.6545 1.1243
S -5.8249 0.3592 0.1017
O -4.7418 -0.2822 -0.5680
O -6.8428 0.9827 -0.6603
O -5.2295 1.3595 1.1773
H -6.6867 1.6216 2.6268
H -5.0383 1.3918 3.2380
H -6.7384 -0.7625 3.1669
H -5.0683 -0.9892 2.5851
C -2.0736 5.3881 3.7594
C -3.2401 6.3449 3.6026
O -4.3877 5.5018 3.7981
S -4.0631 4.3760 4.8727
O -4.5250 4.7544 6.1559
O -4.4478 3.1245 4.3166
O -2.4795 4.5274 4.8365
H -1.9210 4.7833 2.8644
H -1.1477 5.8812 4.0405
H -3.3030 6.7903 2.6144
H -3.2372 7.1241 4.3657
*
```

Gap between HOMO and LUMO in Ha: 0.36916

=====

No. 3
Formula: C8H12OSSi
Source: OMol25
Level of theory: ωB97M-V/def2-TZVPD

The geometry in ORCA input format:
```
! RIJCOSX wB97M-V def2-TZVPD def2/J DEFGRID3
* xyz 0 1
C 1.1579 -1.4727 -0.1361
C 2.4429 -2.0047 -0.0548
C 0.7041 -0.2370 0.1309
C 3.9295 0.4086 0.1226
C 3.4827 1.5686 0.0478
C -1.3860 1.7850 -1.1364
C -1.7660 0.6590 1.7960
C -2.1622 -1.2426 -0.6897
O 3.4306 2.7577 -0.1300
Si -1.0830 0.2039 0.0183
S 3.9843 -1.2511 0.0777
H 0.5577 -2.3351 -0.2684
H 2.7269 -3.0753 -0.2687
H 1.3733 0.4935 0.3721
H -2.2101 2.3282 -0.7075
H -0.6477 2.4681 -1.0815
H -1.4904 1.3598 -2.2106
H -1.2106 0.3788 2.5885
H -1.9107 1.7383 1.9736
H -2.7152 0.2401 2.0326
H -1.6390 -2.3039 -0.6747
H -3.1581 -1.3197 -0.0585
H -2.4109 -1.1475 -1.7435
*
```

Gap between HOMO and LUMO (alpha / beta) in Ha: 0.26279 / 0.24026

=====

No. 4
Formula: C10H21N3
Source: OMol25
Level of theory: ωB97M-V/def2-TZVPD

The geometry in ORCA input format:
```
! RIJCOSX wB97M-V def2-TZVPD def2/J DEFGRID3
* xyz 2 1
C -1.4153 -1.0007 0.5068
C -0.0458 -0.8887 0.3964
C 0.6660 -3.1137 -0.5530
C -3.8548 0.5613 -0.9090
C 2.3622 0.0682 -1.0632
C 2.4689 0.8986 1.3520
C 1.4597 2.3819 -0.4957
C 0.7765 -2.1247 0.6318
C -3.2877 0.6567 0.5274
C 1.6666 0.9573 0.0802
N -0.8716 1.0921 0.2309
N -1.8741 0.2277 0.4266
N 0.2830 0.3909 0.1708
H -2.1005 -1.9285 0.6700
H -0.4037 -3.1964 -0.7054
H 1.2302 -3.9708 -0.3110
H 1.3214 -2.6746 -1.4214
H -3.7076 1.2926 -1.6633
H -5.0212 0.5934 -0.9328
H -3.7044 -0.2878 -1.4652
H 2.0395 0.5859 -2.0256
H 3.4140 0.2366 -1.0542
H 2.1585 -0.9458 -0.8502
H 2.1743 1.5767 2.0137
H 2.3674 -0.0107 1.7940
H 3.4685 1.2046 1.2210
H 0.9536 2.8931 0.2865
H 2.3757 2.7883 -0.4714
H 0.9603 2.4440 -1.5578
H 1.6753 -1.7577 1.0113
H 0.4312 -2.6841 1.5957
H -3.6533 -0.0236 1.2548
H -3.5434 1.6967 0.8727
H -0.7693 2.0609 0.4365
*
```

Gap between HOMO and LUMO in Ha: 0.35712

=====

No. 5
Formula: C2H10N2O
Source: OMol25
Level of theory: ωB97M-V/def2-TZVPD

The geometry in ORCA input format:
```
! RIJCOSX wB97M-V def2-TZVPD def2/J DEFGRID3
* xyz 1 2
C 0.7569 -0.8584 1.1602
N -0.1048 0.0655 0.4685
C -1.6148 -0.0246 0.5681
N -2.0052 -0.4619 -0.7187
H 1.6576 -1.0532 0.5773
H 1.0204 -0.3692 2.1031
H 0.2381 -1.7474 1.4805
H 0.2305 0.2133 -0.4862
H -1.9460 0.9291 0.9838
H -1.8164 -0.8250 1.2775
H -2.8033 -1.0931 -0.6965
H -2.2474 0.2809 -1.3680
H 2.9091 1.8774 -2.5449
H 3.2136 1.5478 -1.0739
O 2.5116 1.5188 -1.7306
*
```

Gap between HOMO and LUMO (alpha / beta) in Ha: 0.44618 / 0.27575

=====

No. 6
Formula: C50H88Cl8F16O11
Source: OMol25
Level of theory: ωB97M-V/def2-TZVPD

The geometry in ORCA input format:
```
! RIJCOSX wB97M-V def2-TZVPD def2/J DEFGRID3
* xyz 0 1
C -18.4353 9.9799 -17.9295
C -17.1765 9.4654 -18.5972
C -17.4081 9.1416 -20.0788
F -16.2155 8.8493 -20.6723
F -18.2822 8.0705 -20.2199
F -16.1879 10.4268 -18.5422
F -16.7544 8.3296 -17.9345
O -18.9729 11.0369 -18.6998
C -19.6385 11.8539 -17.9216
C -20.2557 12.9917 -18.7107
F -19.2963 13.6222 -19.4562
F -21.1694 12.5506 -19.6348
F -20.6529 11.1475 -17.3007
F -18.8463 12.3807 -16.9615
H -18.2263 10.3267 -16.9168
H -19.2155 9.2167 -17.8918
H -17.8784 9.9712 -20.6194
H -20.6868 13.7311 -18.0299
C -12.1409 12.3159 -23.1596
C -11.3763 13.3604 -22.4095
C -12.0227 14.7309 -22.4902
F -11.2906 15.6351 -21.7650
F -12.0827 15.1226 -23.8220
F -11.2926 13.0487 -21.0816
F -10.1181 13.3985 -22.8873
O -13.5257 12.4952 -22.8991
C -14.3580 11.7291 -23.6233
C -15.7696 12.1608 -23.2605
F -16.6654 11.3605 -23.8496
F -15.9278 12.0853 -21.9067
F -14.1561 11.9139 -24.9627
F -14.1735 10.4142 -23.3383
H -11.8011 11.2984 -22.9847
H -11.9720 12.5922 -24.2108
H -13.0472 14.7166 -22.1066
H -15.9612 13.2085 -23.5094
C -18.3611 4.9960 -19.7067
C -19.6868 4.9847 -20.4823
C -20.4649 6.1752 -19.8826
O -19.7973 6.4919 -18.6417
C -18.8176 5.5068 -18.3495
H -17.6585 5.6839 -20.1888
H -17.8802 4.0179 -19.6900
H -20.2141 4.0341 -20.3978
H -19.4868 5.1292 -21.5434
H -21.5055 5.9243 -19.6569
H -20.4166 7.0454 -20.5407
H -19.2479 4.6454 -17.8081
H -18.0404 5.9524 -17.7359
C -22.4353 16.9802 -19.0724
C -23.6567 16.9277 -19.9730
C -23.1722 15.9077 -21.0070
O -21.7531 16.0900 -21.1069
C -21.3121 16.9947 -20.0979
H -22.3103 16.1184 -18.4137
H -22.4326 17.8603 -18.4222
H -23.8274 17.8851 -20.4718
H -24.5771 16.7162 -19.4281
H -23.6117 16.1534 -21.9747
H -23.4076 14.8896 -20.7176
H -21.0985 18.0083 -20.4498
H -20.4059 16.6076 -19.6206
C -18.8411 9.6407 -13.6900
C -19.1233 8.6717 -14.8397
C -20.2170 7.7048 -14.3539
O -20.7966 8.3994 -13.2130
C -19.7323 9.0756 -12.5593
H -19.2239 10.6249 -13.9636
H -17.7873 9.7222 -13.4379
H -18.2291 8.1658 -15.2124
H -19.5731 9.1881 -15.6831
H -19.8798 6.7141 -14.0272
H -21.0356 7.6173 -15.0580
H -19.2773 8.3115 -11.9063
H -20.0582 9.8742 -11.8871
C -14.4803 13.3328 -19.4192
C -15.9895 13.5221 -19.4722
C -16.0936 14.9755 -19.9580
O -14.9000 15.2102 -20.7387
C -14.1075 14.0194 -20.7326
H -14.1043 12.3129 -19.3372
H -14.0489 13.9242 -18.6044
H -16.4510 13.3773 -18.4900
H -16.4911 12.8183 -20.1397
H -16.0582 15.6565 -19.1045
H -16.9786 15.1360 -20.5701
H -13.0494 14.2724 -20.8166
H -14.3921 13.3971 -21.5941
C -23.1085 10.0728 -20.7699
C -22.6559 9.2869 -22.0001
C -23.7760 9.6006 -23.0413
O -24.5389 10.6645 -22.5227
C -23.8804 11.2228 -21.3977
H -22.2714 10.4400 -20.1713
H -23.7009 9.4391 -20.1042
H -22.5347 8.2181 -21.8427
H -21.7163 9.7027 -22.3764
H -24.3744 8.6987 -23.1950
H -23.3020 9.8405 -24.0002
H -24.6347 11.6488 -20.7306
H -23.2243 12.0682 -21.6328
C -14.9298 5.0209 -24.2833
C -16.2830 5.4651 -23.7086
C -15.9501 6.7055 -22.8608
O -14.5758 7.0263 -23.1256
C -13.9382 5.8062 -23.4325
H -14.8168 5.3442 -25.3167
H -14.7068 3.9592 -24.1818
H -16.7694 4.6716 -23.1364
H -16.9901 5.7129 -24.4990
H -16.0246 6.5385 -21.7816
H -16.5506 7.5514 -23.1877
H -13.6379 5.2785 -22.5082
H -12.9792 6.0160 -23.9148
C -14.2727 6.0105 -16.0328
C -15.2179 5.5489 -17.1403
C -14.4647 5.8779 -18.4510
O -13.1573 6.2541 -18.0850
C -13.1663 6.7567 -16.7660
H -13.8857 5.1497 -15.4881
H -14.7714 6.6253 -15.2791
H -16.1901 6.0365 -17.1758
H -15.4275 4.4825 -17.0468
H -14.9519 6.7091 -18.9701
H -14.4177 5.0012 -19.0932
H -13.2860 7.8530 -16.7430
H -12.1960 6.6056 -16.2854
C -23.9602 11.2492 -13.0239
C -24.3622 11.9491 -14.3148
C -22.9989 12.1717 -15.0456
O -21.9884 11.8270 -14.1180
C -22.5213 10.8188 -13.2809
H -24.6270 10.4759 -12.6413
H -23.9459 11.9735 -12.1983
H -24.8550 12.8981 -14.1422
H -24.9648 11.3012 -14.9537
H -22.8688 13.2409 -15.2213
H -22.9381 11.6566 -16.0066
H -21.9527 10.6895 -12.3607
H -22.4943 9.8293 -13.7769
C -16.6235 12.2895 -12.7088
C -17.9474 12.6162 -12.0335
C -18.3885 13.9315 -12.6867
O -17.6873 14.0003 -13.9370
C -16.8629 12.8438 -14.1080
H -16.4042 11.2242 -12.7540
H -15.7660 12.7745 -12.2427
H -17.7856 12.7093 -10.9571
H -18.6951 11.8451 -12.1972
H -18.1397 14.8115 -12.0953
H -19.4428 13.8979 -12.9426
H -15.9382 13.1533 -14.5962
H -17.4390 12.1421 -14.7288
C -14.2290 11.0905 -16.1401
Cl -14.5487 10.0099 -14.7826
Cl -12.7051 11.9610 -15.9182
H -14.0796 10.4667 -17.0120
H -15.0560 11.7609 -16.3303
C -20.4084 13.6741 -22.8265
Cl -19.4189 12.2183 -22.5863
Cl -21.8933 13.2274 -23.6622
H -20.6676 14.0703 -21.8533
H -19.8421 14.4270 -23.3563
C -19.5508 8.7549 -24.1779
Cl -18.6232 8.8933 -25.6622
Cl -19.8665 7.0992 -23.6657
H -18.9812 9.2488 -23.4015
H -20.5182 9.2276 -24.2707
C -25.2697 12.6310 -18.2322
Cl -26.3531 13.3275 -17.0251
Cl -23.7293 13.5312 -18.2820
H -25.0202 11.6104 -17.9841
H -25.7582 12.7417 -19.1869
*
```

Gap between HOMO and LUMO in Ha: 0.36183